C29H47NO19 | ωB97M-V/def2-TZVPD

Its HOMO energy is -9.7 eV. The gap between HOMO and LUMO is 10.144 eV. Its structure (SMILES) is CCCCOC(=O)OCC(=O)N(C)C.C[C@@H]1COC(=O)O1.C[C@@H]1COC(=O)O1.C[C@@H]1COC(=O)O1.C[C@@H]1COC(=O)O1.C[C@@H]1COC(=O)O1. As for the LUMO energy: 0.015 hartree.

Bonds (Å) are listed after each position.
Geometry (Å):
1 C 3.03 -1.63 1.53  C2 1.529, H15 1.089, H16 1.094, H17 1.094
2 C 4.49 -1.65 1.08  C1 1.529, C3 1.535, H18 1.094, H19 1.094
3 C 4.79 -0.69 -0.08  C2 1.535, C4 1.524, H20 1.095, H21 1.095
4 C 4.47 0.78 0.18  C3 1.524, O5 1.457, H22 1.090, H23 1.093
5 O 3.05 1.02 -0.05  C4 1.457, C6 1.327
6 C 2.57 2.13 0.50  O5 1.327, O7 1.201, O8 1.360
7 O 3.22 3.04 0.93  C6 1.201
8 O 1.21 2.13 0.49  C6 1.360, C9 1.438
9 C 0.67 1.59 1.71  O8 1.438, C10 1.529, H24 1.093, H25 1.093
10 C 0.02 0.20 1.66  C9 1.529, O11 1.220, N12 1.390
11 O 0.01 -0.40 2.72  C10 1.220
12 N -0.67 -0.23 0.53  C10 1.390, C13 1.487, C14 1.473
13 C 0.10 -0.24 -0.74  N12 1.487, H26 1.084, H27 1.093, H28 1.093
14 C -1.17 -1.60 0.76  N12 1.473, H29 1.095, H30 1.094, H31 1.088
15 H 2.69 -0.63 1.80  C1 1.089
16 H 2.41 -2.06 0.74  C1 1.094
17 H 2.90 -2.25 2.42  C1 1.094
18 H 5.16 -1.47 1.93  C2 1.094
19 H 4.70 -2.66 0.72  C2 1.094
20 H 4.27 -1.02 -0.98  C3 1.095
21 H 5.87 -0.71 -0.28  C3 1.095
22 H 5.02 1.43 -0.49  C4 1.090
23 H 4.69 1.03 1.22  C4 1.093
24 H -0.08 2.30 2.06  C9 1.093
25 H 1.45 1.53 2.47  C9 1.093
26 H 0.33 0.75 -1.09  C13 1.084
27 H 0.99 -0.87 -0.66  C13 1.093
28 H -0.56 -0.70 -1.49  C13 1.093
29 H -0.33 -2.29 0.86  C14 1.095
30 H -1.74 -1.90 -0.13  C14 1.094
31 H -1.84 -1.65 1.62  C14 1.088
32 C -2.72 -3.90 -4.00  C33 1.505, H39 1.090, H40 1.091, H41 1.089
33 C -1.72 -4.74 -3.26  C32 1.505, C34 1.514, O38 1.445, H42 1.094
34 C -2.30 -5.70 -2.24  C33 1.514, O35 1.436, H43 1.087, H44 1.092
35 O -1.25 -5.81 -1.28  C34 1.436, C36 1.352
36 C -0.53 -4.66 -1.33  O35 1.352, O37 1.191, O38 1.346
37 O 0.30 -4.34 -0.53  C36 1.191
38 O -0.88 -3.93 -2.41  C33 1.445, C36 1.346
39 H -3.35 -4.53 -4.63  C32 1.090
40 H -3.34 -3.34 -3.30  C32 1.091
41 H -2.21 -3.17 -4.63  C32 1.089
42 H -1.06 -5.27 -3.95  C33 1.094
43 H -2.54 -6.68 -2.65  C34 1.087
44 H -3.18 -5.29 -1.75  C34 1.092
45 C -5.12 2.80 -0.44  C46 1.502, H52 1.086, H53 1.091, H54 1.090
46 C -3.84 2.17 -0.90  C45 1.502, C47 1.512, O51 1.448, H55 1.093
47 C -3.22 2.77 -2.14  C46 1.512, O48 1.438, H56 1.085, H57 1.091
48 O -2.52 1.65 -2.70  C47 1.438, C49 1.347
49 C -3.14 0.53 -2.29  O48 1.347, O50 1.193, O51 1.347
50 O -2.90 -0.57 -2.70  C49 1.193
51 O -4.05 0.80 -1.33  C46 1.448, C49 1.347
52 H -4.94 3.83 -0.12  C45 1.086
53 H -5.87 2.81 -1.23  C45 1.091
54 H -5.54 2.25 0.40  C45 1.090
55 H -3.12 2.14 -0.09  C46 1.093
56 H -2.53 3.58 -1.93  C47 1.085
57 H -3.96 3.11 -2.87  C47 1.091
58 C -1.41 5.04 4.74  C59 1.506, H65 1.090, H66 1.091, H67 1.089
59 C -2.59 4.67 3.89  C58 1.506, C60 1.514, O64 1.442, H68 1.093
60 C -2.30 3.73 2.74  C59 1.514, O61 1.434, H69 1.088, H70 1.094
61 O -3.29 4.10 1.78  C60 1.434, C62 1.360
62 C -3.62 5.40 2.00  O61 1.360, O63 1.186, O64 1.351
63 O -4.27 6.06 1.26  C62 1.186
64 O -3.10 5.82 3.18  C59 1.442, C62 1.351
65 H -1.04 4.17 5.27  C58 1.090
66 H -0.61 5.46 4.13  C58 1.091
67 H -1.70 5.79 5.48  C58 1.089
68 H -3.41 4.28 4.50  C59 1.093
69 H -2.40 2.68 2.99  C60 1.088
70 H -1.31 3.91 2.31  C60 1.094
71 C 1.71 -7.64 1.66  C72 1.506, H78 1.090, H79 1.091, H80 1.090
72 C 2.38 -6.51 2.39  C71 1.506, C73 1.510, O77 1.443, H81 1.094
73 C 2.78 -5.33 1.53  C72 1.510, O74 1.437, H82 1.087, H83 1.093
74 O 3.92 -4.81 2.25  C73 1.437, C75 1.357
75 C 4.48 -5.84 2.93  O74 1.357, O76 1.187, O77 1.353
76 O 5.54 -5.80 3.46  C75 1.187
77 O 3.66 -6.92 2.92  C72 1.443, C75 1.353
78 H 0.75 -7.31 1.26  C71 1.090
79 H 2.33 -7.99 0.83  C71 1.091
80 H 1.54 -8.48 2.33  C71 1.090
81 H 1.77 -6.18 3.24  C72 1.094
82 H 2.01 -4.58 1.45  C73 1.087
83 H 3.11 -5.64 0.54  C73 1.093
84 C 1.46 3.35 -2.52  C85 1.507, H91 1.091, H92 1.091, H93 1.090
85 C 0.88 4.47 -3.35  C84 1.507, C86 1.514, O90 1.441, H94 1.093
86 C 1.13 5.87 -2.83  C85 1.514, O87 1.434, H95 1.087, H96 1.093
87 O -0.02 6.58 -3.30  C86 1.434, C88 1.354
88 C -1.03 5.68 -3.44  O87 1.354, O89 1.187, O90 1.355
89 O -2.17 5.96 -3.62  C88 1.187
90 O -0.56 4.42 -3.33  C85 1.441, C88 1.355
91 H 2.55 3.40 -2.54  C84 1.091
92 H 1.12 3.41 -1.49  C84 1.091
93 H 1.15 2.38 -2.92  C84 1.090
94 H 1.20 4.38 -4.39  C85 1.093
95 H 2.03 6.33 -3.21  C86 1.087
96 H 1.13 5.90 -1.73  C86 1.093



C8H17PS3 | ωB97M-V/def2-TZVPD

The value obtained for the relative energy (zero: lowest compared OMol25 entry of this formula, charge and spin) is 0.00 kJ/mol. Its HOMO energy is -8.6 eV. The gap between HOMO and LUMO is 9.115 eV. Its structure (SMILES) is CC(C)(C)[C@H]1CS[C@H]([PH2]=S)SC1. As for the LUMO energy: 0.020 hartree.

Bonds (Å) are listed after each position.
Geometry (Å):
1 C -0.31 0.82 2.20  C2 1.532, H13 1.102, H14 1.191, H15 1.064
2 C -0.50 0.89 0.68  C1 1.532, C3 1.509, C4 1.541, C5 1.525
3 C -1.96 1.12 0.39  C2 1.509, H16 1.046, H17 1.043, H18 1.094
4 C 0.41 2.00 0.12  C2 1.541, H19 1.143, H20 1.222, H21 1.065
5 C 0.03 -0.45 0.16  C2 1.525, C6 1.622, C12 1.496, H22 1.036
6 C -0.54 -0.66 -1.34  C5 1.622, S7 1.771, H23 1.118, H24 1.012
7 S -0.38 -2.37 -1.78  C6 1.771, C8 1.823
8 C 1.43 -2.52 -1.64  S7 1.823, P9 1.913, S11 1.765, H25 1.149
9 P 2.06 -4.20 -2.31  C8 1.913, S10 1.886, H26 1.604, H27 1.479
10 S 3.57 -4.04 -3.43  P9 1.886
11 S 2.00 -2.31 0.02  C8 1.765, C12 1.861
12 C 1.52 -0.52 0.16  C5 1.496, S11 1.861, H28 1.131, H29 1.044
13 H -0.32 1.85 2.61  C1 1.102
14 H 0.65 0.20 2.51  C1 1.191
15 H -1.17 0.29 2.54  C1 1.064
16 H -2.15 2.04 0.83  C3 1.046
17 H -2.20 1.22 -0.62  C3 1.043
18 H -2.60 0.32 0.78  C3 1.094
19 H 1.48 2.08 0.50  C4 1.143
20 H -0.18 3.06 0.31  C4 1.222
21 H 0.47 1.83 -0.93  C4 1.065
22 H -0.47 -1.15 0.74  C5 1.036
23 H -1.65 -0.60 -1.19  C6 1.118
24 H -0.16 0.06 -1.94  C6 1.012
25 H 2.06 -1.82 -2.30  C8 1.149
26 H 0.64 -4.53 -2.97  P9 1.604
27 H 1.86 -5.18 -1.22  P9 1.479
28 H 1.98 0.02 -0.72  C12 1.131
29 H 2.00 -0.26 1.05  C12 1.044



C4H7N3 | ωB97M-V/def2-TZVPD

The value obtained for the relative energy (zero: lowest compared OMol25 entry of this formula, charge and spin) is 54.71 kJ/mol. Its HOMO energy is -9.6 eV. The gap between HOMO and LUMO is 10.462 eV. Its structure (SMILES) is [H]/N=C(\C#N)NCC. As for the LUMO energy: 0.030 hartree.

Bonds (Å) are listed after each position.
Geometry (Å):
1 H 2.73 -1.62 -0.34  N2 1.016
2 N 1.78 -1.53 0.02  H1 1.016, C3 1.275
3 C 1.48 -0.30 0.14  N2 1.275, C4 1.468, N6 1.362
4 C 2.38 0.80 -0.25  C3 1.468, N5 1.157
5 N 3.05 1.66 -0.64  C4 1.157
6 N 0.26 0.15 0.54  C3 1.362, C7 1.452, H9 1.008
7 C -1.00 -0.53 0.34  N6 1.452, C8 1.524, H10 1.093, H11 1.096
8 C -1.99 0.45 -0.28  C7 1.524, H12 1.092, H13 1.096, H14 1.093
9 H 0.20 1.13 0.80  N6 1.008
10 H -0.81 -1.38 -0.32  C7 1.093
11 H -1.38 -0.94 1.28  C7 1.096
12 H -1.62 0.79 -1.24  C8 1.092
13 H -2.11 1.33 0.37  C8 1.096
14 H -2.98 0.00 -0.41  C8 1.093



C10H20O2S | ωB97M-V/def2-TZVPD

The value obtained for the relative energy (zero: lowest compared OMol25 entry of this formula, charge and spin) is 0.00 kJ/mol. Its HOMO energy is -8.0 eV. The gap between HOMO and LUMO is 8.856 eV. Its structure (SMILES) is CCCCO/C(C)=C/[C@H](C)OSC. As for the LUMO energy: 0.031 hartree.

Bonds (Å) are listed after each position.
Geometry (Å):
1 C 2.32 -1.19 1.20  C2 1.526, H14 1.087, H15 1.088, H16 1.086
2 C 3.06 -0.91 -0.10  C1 1.526, C3 1.528, H17 1.092, H18 1.093
3 C 2.27 -0.03 -1.07  C2 1.528, C4 1.535, H19 1.093, H20 1.093
4 C 2.05 1.40 -0.55  C3 1.535, O5 1.416, H21 1.095, H22 1.096
5 O 1.02 1.49 0.42  C4 1.416, C6 1.372
6 C -0.28 1.40 0.00  O5 1.372, C7 1.502, C8 1.335
7 C -0.65 2.14 -1.26  C6 1.502, H23 1.085, H24 1.089, H25 1.090
8 C -1.15 0.83 0.83  C6 1.335, C9 1.487, H26 1.080
9 C -2.58 0.61 0.47  C8 1.487, C10 1.524, O11 1.452, H27 1.101
10 C -3.35 -0.07 1.59  C9 1.524, H28 1.088, H29 1.087, H30 1.087
11 O -2.71 -0.19 -0.74  C9 1.452, S12 1.637
12 S -1.39 -0.81 -1.48  O11 1.637, C13 1.818
13 C -1.16 -2.33 -0.52  S12 1.818, H31 1.088, H32 1.085, H33 1.087
14 H 1.44 -1.80 1.02  C1 1.087
15 H 2.97 -1.72 1.90  C1 1.088
16 H 2.01 -0.26 1.67  C1 1.086
17 H 4.01 -0.43 0.12  C2 1.092
18 H 3.28 -1.86 -0.60  C2 1.093
19 H 2.83 0.05 -2.01  C3 1.093
20 H 1.30 -0.48 -1.29  C3 1.093
21 H 2.95 1.76 -0.04  C4 1.095
22 H 1.84 2.07 -1.39  C4 1.096
23 H -1.73 2.27 -1.31  C7 1.085
24 H -0.34 1.59 -2.15  C7 1.089
25 H -0.18 3.12 -1.26  C7 1.090
26 H -0.79 0.38 1.74  C8 1.080
27 H -3.08 1.56 0.22  C9 1.101
28 H -3.39 0.59 2.46  C10 1.088
29 H -2.87 -1.00 1.89  C10 1.087
30 H -4.37 -0.29 1.27  C10 1.087
31 H -0.82 -2.08 0.48  C13 1.088
32 H -0.41 -2.93 -1.03  C13 1.085
33 H -2.10 -2.87 -0.48  C13 1.087